# 1
Molecular formula: C31H20I2N4OS4V
Method: DFT, ωB97M-V/def2-TZVPD

```
! RIJCOSX wB97M-V def2-TZVPD def2/J DEFGRID3
* xyz -2 4
V -0.1138 0.6210 -0.6742
I -0.9271 3.8348 -3.4298
C 0.8704 2.8899 -3.8428
C 1.5914 3.2656 -4.9900
C 2.7743 2.6698 -5.3034
I 3.7837 3.3280 -7.0184
C 3.3147 1.6529 -4.4755
C 4.5211 0.9627 -4.7281
C 4.9492 0.0043 -3.8697
C 4.1728 -0.2746 -2.7224
N 3.0576 0.3362 -2.4538
C 2.5992 1.2826 -3.3045
C 1.3274 1.9061 -2.9786
O 0.6753 1.5414 -1.9436
H 1.1907 4.0401 -5.6294
H 5.0935 1.2028 -5.6145
H 5.8696 -0.5364 -4.0536
H 4.4967 -1.0296 -2.0085
S -3.3566 -1.7828 -3.1206
C -2.0942 -0.8564 -2.5045
S -0.4106 -1.1648 -2.8122
S -2.3849 0.5379 -1.4815
C 3.6148 -0.4235 1.3370
C 3.7452 0.5818 2.2780
C 2.7798 1.5659 2.3569
C 1.6909 1.5376 1.4849
N 1.5878 0.5722 0.5615
C 2.5200 -0.3841 0.4958
C 0.5645 2.5046 1.4996
C 0.5225 3.5658 2.4023
C -0.5637 4.4225 2.3992
C -1.5990 4.2026 1.4872
C -1.5428 3.1410 0.5965
C -0.4567 2.2425 0.5648
H 4.3413 -1.2195 1.2468
H 4.5933 0.5956 2.9530
H 2.8542 2.3545 3.0918
H 2.3643 -1.1329 -0.2693
H 1.3272 3.7339 3.1114
H -0.6107 5.2471 3.1008
H -2.4528 4.8737 1.4779
H -2.3683 2.9935 -0.0938
S -2.0145 -4.2039 3.5322
C -1.4210 -2.9442 2.4914
C -0.7791 -3.2320 1.2499
C -0.4169 -2.2310 0.4032
N -0.6539 -0.8817 0.6361
C -1.2922 -0.6177 1.8388
C -1.6624 -1.5579 2.7476
C -3.7678 -4.2457 3.1384
C -4.6771 -3.4584 3.8306
C -6.0145 -3.4757 3.4564
N -6.5010 -4.2153 2.4604
C -5.6148 -4.9522 1.7866
C -4.2604 -5.0018 2.0844
H -0.5747 -4.2575 0.9636
H 0.0631 -2.4664 -0.5368
H -1.4984 0.4242 2.0360
H -2.1534 -1.2413 3.6609
H -4.3417 -2.8398 4.6545
H -6.7335 -2.8587 3.9876
H -6.0087 -5.5363 0.9613
H -3.5895 -5.6129 1.4942
*
```

Summary:
* electronic energy: -4619.8391 a.u.
* HOMO level (spin up / spin down): 0.0095 / -0.0506 Ha
* ⟨S²⟩: 3.7807
* ΔE to the lowest compared entry with this formula, charge and spin: 105.25 kJ/mol
* LUMO energy (spin up / spin down): 3.25 / 3.25 eV

***

# 2
Molecular formula: C11H19NSi
Method: DFT, ωB97M-V/def2-TZVPD

```
! RIJCOSX wB97M-V def2-TZVPD def2/J DEFGRID3
* xyz 0 1
C 1.5613 1.3715 -0.3072
C 0.2021 1.7165 0.0965
C 2.1246 0.1451 -0.2540
C 1.8078 -0.9831 0.4316
C 3.5926 -0.1996 -0.8471
C 1.8287 -2.3548 -0.1412
C 3.2653 -1.2310 -1.8822
C 2.5401 -2.5104 -1.4424
C -3.5786 1.6560 -0.9120
C -2.4779 1.9963 2.0951
C -2.8679 -0.8091 0.5899
N -0.7785 0.9047 -0.0715
Si -2.4271 1.0336 0.4848
H 2.2771 2.0944 -0.4770
H 0.0680 2.7827 0.5441
H 3.8734 0.7318 -1.2281
H 4.1880 -0.6560 -0.1335
H 2.1049 -3.0679 0.6776
H 0.7514 -2.5042 -0.1360
H 2.6442 -0.8524 -2.6937
H 4.1754 -1.4671 -2.3877
H 3.2488 -3.3543 -1.2883
H 1.7944 -2.7046 -2.2671
H -2.9845 2.4642 -1.3882
H -3.8908 0.8297 -1.6338
H -4.5860 1.8927 -0.6108
H -2.4941 3.1496 2.0183
H -3.3067 1.6302 2.6929
H -1.5488 1.8910 2.6153
H -2.2297 -1.3872 1.1612
H -3.8739 -1.0119 1.1700
H -2.8411 -1.2507 -0.4254
*
```

Summary:
* electronic energy: -774.6270 a.u.
* HOMO level (spin up / spin down): -0.2727 / -0.2726 Ha
* ΔE to the lowest compared entry with this formula, charge and spin: 442.94 kJ/mol
* LUMO energy (spin up / spin down): -0.19 / -0.18 eV

***

# 3
Molecular formula: C5H4N2O3
Method: DFT, ωB97M-V/def2-TZVPD

```
! RIJCOSX wB97M-V def2-TZVPD def2/J DEFGRID3
* xyz 0 1
H 2.8071 -0.9603 -0.2773
N 1.9631 -1.1764 0.6481
C 0.9828 -0.8569 -0.0343
O 1.8218 -0.4896 -1.4491
C -0.4344 -1.2984 -0.0957
N -0.7998 -2.5212 -0.1315
C -2.1554 -2.7608 -0.0454
C -3.0751 -1.7692 0.0387
C -2.6422 -0.3911 -0.0239
O -3.2956 0.6119 0.0674
O -1.2604 -0.2496 -0.1474
H 1.2830 -0.8883 -2.1443
H -2.4521 -3.8095 -0.0037
H -4.1335 -1.9677 0.1966
*
```

Summary:
* electronic energy: -528.0432 a.u.
* HOMO level: -0.3829 Ha
* ΔE to the lowest compared entry with this formula, charge and spin: 272.32 kJ/mol
* LUMO energy: -0.95 eV

***

# 4
Molecular formula: C22H34IrN2S
Method: DFT, ωB97M-V/def2-TZVPD

```
! RIJCOSX wB97M-V def2-TZVPD def2/J DEFGRID3
* xyz 2 2
Ir -0.3697 0.4167 0.5369
C 1.3152 -0.0015 -0.7086
C 0.2853 -1.0021 -0.9212
C -0.8732 -0.3008 -1.5394
C -0.5188 1.0660 -1.5508
C 0.8424 1.2701 -1.1122
C 1.5699 2.5789 -1.0850
C 0.6527 3.7007 -0.5845
C 2.8258 2.4849 -0.2175
C 1.9614 2.8459 -2.5553
C -2.2456 -0.7747 -2.0314
C -3.1379 -1.3797 -0.9394
C -3.0132 0.4185 -2.6183
C -2.0243 -1.7884 -3.1676
C 0.6788 -2.4634 -0.7612
C 1.2233 -2.8954 -2.1372
C 1.8149 -2.5921 0.2713
C -0.4484 -3.3942 -0.3121
H 2.3229 -0.2209 -0.4020
H -1.1699 1.8640 -1.8657
H 0.3164 3.5208 0.4406
H -0.2231 3.8353 -1.2199
H 1.2039 4.6401 -0.5902
H 2.5991 2.0863 0.7759
H 3.2511 3.4778 -0.0802
H 3.5922 1.8608 -0.6787
H 1.0827 2.9512 -3.1928
H 2.5942 2.0513 -2.9525
H 2.5227 3.7794 -2.6016
H -3.4199 -0.6214 -0.2086
H -2.6997 -2.2237 -0.4196
H -4.0619 -1.7196 -1.4073
H -3.2231 1.1857 -1.8695
H -3.9735 0.0629 -2.9880
H -2.4900 0.8731 -3.4615
H -1.6355 -2.7393 -2.8140
H -1.3495 -1.3947 -3.9302
H -2.9822 -1.9852 -3.6486
H 2.0589 -2.2660 -2.4486
H 0.4639 -2.8684 -2.9141
H 1.5877 -3.9198 -2.0552
H 2.7773 -2.2596 -0.1175
H 1.9261 -3.6403 0.5424
H 1.5923 -2.0460 1.1927
H -1.2687 -3.4407 -1.0204
H -0.8388 -3.1071 0.6672
H -0.0486 -4.4035 -0.2227
C -0.5203 0.9931 6.6390
C -0.2728 0.7390 5.2003
C 1.0068 0.4297 4.6972
C 1.1749 0.2617 3.3437
N 0.1078 0.3656 2.5323
C -1.0995 0.6157 3.1111
S -2.2764 0.6351 1.7895
N -1.3285 0.8205 4.3694
H 0.3403 0.7479 7.2547
H -1.3940 0.4288 6.9655
H -0.7643 2.0510 6.7704
H 1.8493 0.3379 5.3674
H 2.1312 0.0517 2.8839
*
```

Summary:
* electronic energy: -1470.1648 a.u.
* HOMO level (spin up / spin down): -0.6041 / -0.6171 Ha
* ⟨S²⟩: 0.7697
* ΔE to the lowest compared entry with this formula, charge and spin: 0.00 kJ/mol
* LUMO energy (spin up / spin down): -8.35 / -10.17 eV

***

# 5
Molecular formula: C11H26N4O4Si
Method: DFT, ωB97M-V/def2-TZVPD

```
! RIJCOSX wB97M-V def2-TZVPD def2/J DEFGRID3
* xyz 0 1
C -2.0647 -2.8514 -1.8009
C -0.9320 -3.0375 -1.0354
Si -0.0155 -1.6386 -0.1658
C 1.6132 -1.2431 -1.0652
C 1.9559 0.2489 -1.3031
C 0.8180 1.1349 -1.8416
C 1.3862 2.0823 -2.9405
C 0.2548 2.0199 -0.6993
C 0.2639 -2.2498 1.6194
C -0.4217 -1.4157 2.6785
O 0.1366 -1.1829 3.7339
O -1.6840 -0.9009 2.4502
H -3.0484 -3.1018 -1.4109
H -2.0056 -2.3847 -2.7792
H -0.5453 -4.0514 -0.9260
H -0.9135 -0.4785 -0.2133
H 2.4262 -1.6509 -0.4577
H 1.6254 -1.8177 -1.9853
H 2.7757 0.2592 -2.0178
H 2.3788 0.6495 -0.3899
H 0.0226 0.5702 -2.3172
H 2.4363 1.8952 -3.1428
H 1.2868 3.1276 -2.6761
H 0.8569 1.9153 -3.8748
H 0.0593 3.0323 -1.0364
H -0.7076 1.6348 -0.3709
H 0.9378 2.0834 0.1368
H 1.3072 -2.2888 1.8979
H -0.1715 -3.2468 1.6675
H -1.5897 -0.0270 2.0585
N 4.7872 3.8364 1.9303
C 4.1134 2.7073 1.5533
N 4.5643 1.5437 2.1152
O 3.1782 2.7365 0.7725
H 5.5576 3.8363 2.5700
H 4.4803 4.7047 1.5358
H 4.0907 0.6983 1.8604
H 5.3298 1.4979 2.7589
N -4.9576 -1.2437 1.3793
C -5.2034 -0.8865 0.0854
N -6.4862 -1.0795 -0.3547
O -4.3252 -0.4265 -0.6219
H -5.6479 -1.6198 1.9996
H -4.0176 -1.1113 1.7097
H -6.6882 -0.8231 -1.3018
H -7.2176 -1.4566 0.2157
*
```

Summary:
* electronic energy: -1244.1613 a.u.
* HOMO level: -0.2684 Ha
* ΔE to the lowest compared entry with this formula, charge and spin: 0.00 kJ/mol
* LUMO energy: 0.10 eV